(1)
Entry from OMol25: 2 unconnected molecules or ions with the total composition C6H10O in a non-equilibrium geometry (ωB97M-V/def2-TZVPD).

The HOMO-LUMO gap is 9.817 eV. The value obtained for the total energy is -309.799947 Ha. The energy above the lowest of the compared OMol25 structures with the same formula, charge and spin is 1.154 eV. As for the charge: 0. Its multiplicity is 1. Its HOMO energy is -8.79 eV.

Cartesian coordinates (Å):
1 C -3.517 -0.778 -1.251
2 C -0.380 -0.091 -0.354
3 C -0.202 0.265 0.914
4 C 0.627 -0.055 -1.396
5 C -1.351 -0.105 1.918
6 C 0.865 0.966 1.692
7 O -4.498 -0.202 -1.337
8 H -1.328 -0.583 -0.673
9 H 0.210 0.328 -2.274
10 H 1.004 -1.057 -1.588
11 H 1.558 0.477 -1.206
12 H -0.853 -0.757 2.733
13 H -2.049 -0.764 1.552
14 H -1.768 0.771 2.432
15 H 0.460 1.603 2.478
16 H 1.512 1.579 1.048
17 H 1.456 0.272 2.399

***

(2)
Entry from OMol25: a single C6H10O molecule in a non-equilibrium geometry (ωB97M-V/def2-TZVPD).

The HOMO-LUMO gap is 9.372 eV. Its SMILES is C=CCCCC=O. The value obtained for the total energy is -309.699478 Ha. The energy above the lowest of the compared OMol25 structures with the same formula, charge and spin is 3.888 eV. As for the charge: 0. Its multiplicity is 1. Its HOMO energy is -8.82 eV.

Cartesian coordinates (Å):
1 C 1.708 -0.106 2.152
2 C 1.124 -0.469 0.936
3 C 1.102 0.295 -0.376
4 C 0.022 -0.251 -1.516
5 C -1.362 -0.411 -0.973
6 C -1.884 0.875 -0.237
7 O -2.501 1.752 -0.730
8 H 1.391 0.510 2.954
9 H 2.051 -0.944 2.821
10 H 0.820 -1.553 1.016
11 H 0.596 1.251 -0.102
12 H 2.018 0.344 -0.862
13 H 0.621 -1.120 -1.884
14 H 0.142 0.677 -2.160
15 H -2.191 -0.447 -1.751
16 H -1.635 -1.208 -0.160
17 H -2.023 0.807 0.872

***

(3)
Entry from OMol25: a molecular structure, C6H10O in a non-equilibrium geometry (ωB97M-V/def2-TZVPD).

The HOMO-LUMO gap is 9.078 eV. The value obtained for the total energy is -309.694325 Ha. The energy above the lowest of the compared OMol25 structures with the same formula, charge and spin is 4.029 eV. As for the charge: 0. Its multiplicity is 1. Its HOMO energy is -8.36 eV.

Cartesian coordinates (Å):
1 C -1.064 1.341 0.800
2 C 0.405 0.983 0.647
3 C 0.755 -0.503 0.983
4 C 0.642 -0.832 -0.543
5 O 1.490 -1.712 -1.194
6 C -0.774 -0.774 -0.911
7 C 0.567 0.609 -0.786
8 H -1.356 2.143 0.109
9 H -1.312 1.672 1.828
10 H -1.459 0.404 0.191
11 H 1.074 1.742 1.074
12 H 0.073 -1.022 1.668
13 H 1.792 -0.620 1.304
14 H 0.980 -2.530 -1.255
15 H -1.072 -0.732 -1.946
16 H -1.453 -1.425 -0.317
17 H 0.712 1.256 -1.653

***

(4)
Entry from OMol25: a single C6H10O molecule in a non-equilibrium geometry (ωB97M-V/def2-TZVPD).

The HOMO-LUMO gap is 9.830 eV. Its SMILES is O[C@@H]1C=CCCC1. The value obtained for the total energy is -309.766255 Ha. The energy above the lowest of the compared OMol25 structures with the same formula, charge and spin is 2.071 eV. As for the charge: 0. Its multiplicity is 1. Its HOMO energy is -8.98 eV.

Cartesian coordinates (Å):
1 O -0.275 -0.672 2.047
2 C -0.885 0.165 1.077
3 C -1.054 -1.002 0.097
4 C -0.102 -1.280 -0.814
5 C 0.706 -0.145 -1.375
6 C 1.160 0.797 -0.261
7 C -0.057 1.315 0.500
8 H -0.443 -1.601 1.377
9 H -1.858 0.555 1.419
10 H -1.997 -1.511 0.242
11 H 0.165 -2.294 -1.110
12 H 0.038 0.421 -2.049
13 H 1.537 -0.506 -1.987
14 H 1.803 0.254 0.441
15 H 1.739 1.619 -0.692
16 H 0.239 2.022 1.282
17 H -0.716 1.863 -0.195